# 1
Molecular formula: C29H32AlClN7O6
Method: DFT, ωB97M-V/def2-TZVPD

Properties
Energy relative to the best compared isomer or geometry (same formula, charge and spin) ... 22.6 kcal per mole
Frontier orbital gap ... 7.9 eV
Maximum force ... 0.013 Eh/bohr

```
! RIJCOSX wB97M-V def2-TZVPD def2/J DEFGRID3
* xyz 1 1
Al -0.035 0.334 -0.300
O 3.495 -0.903 0.874
C 2.405 -0.388 0.710
N 1.763 -0.167 -0.465
C 1.982 -1.207 -1.465
C 0.893 -2.265 -1.294
C 0.859 -3.447 -2.019
C -0.212 -4.305 -1.851
C -1.207 -3.985 -0.934
C -1.082 -2.806 -0.228
N -0.066 -1.960 -0.413
C 1.542 -0.156 1.942
C 2.090 -0.081 3.209
C 1.251 -0.209 4.303
C -0.101 -0.455 4.093
C -0.575 -0.470 2.798
N 0.221 -0.301 1.739
H 1.917 -0.794 -2.472
H 2.964 -1.659 -1.330
H 1.655 -3.678 -2.716
H -0.275 -5.221 -2.424
H -2.058 -4.633 -0.776
H -1.821 -2.510 0.510
H 3.156 0.063 3.310
H 1.649 -0.160 5.308
H -0.773 -0.628 4.922
H -1.627 -0.624 2.590
C -1.017 4.590 -3.008
N -0.569 3.530 -2.116
C 0.847 3.191 -2.222
C -1.445 2.796 -1.466
O -1.203 1.835 -0.712
H -0.448 5.497 -2.811
H -2.074 4.796 -2.858
H -0.855 4.288 -4.044
H 1.453 4.054 -1.944
H 1.058 2.909 -3.252
H 1.094 2.356 -1.580
H -2.483 3.106 -1.598
C -4.544 -2.327 -5.395
C -3.678 -1.474 -6.283
C -3.522 -1.769 -7.632
C -2.690 -0.999 -8.429
Cl -2.516 -1.396 -10.110
C -1.998 0.079 -7.905
C -2.162 0.393 -6.565
C -2.998 -0.372 -5.769
O -3.198 -0.014 -4.447
C -2.354 -0.649 -3.514
C -1.199 0.241 -3.071
O -0.824 1.193 -3.728
O -0.673 -0.146 -1.947
H -5.281 -2.875 -5.980
H -5.060 -1.713 -4.658
H -3.935 -3.057 -4.855
H -4.049 -2.609 -8.067
H -1.341 0.661 -8.536
H -1.639 1.226 -6.115
H -1.927 -1.571 -3.923
H -2.950 -0.909 -2.638
C 1.944 4.267 1.762
N 0.612 3.861 2.214
C -0.089 4.582 3.118
C -1.331 4.219 3.498
C -1.854 3.030 2.917
N -1.154 2.308 2.055
C 0.065 2.708 1.665
O 0.775 2.106 0.824
N -3.073 2.574 3.250
H 2.250 5.156 2.306
H 1.923 4.474 0.694
H 2.654 3.462 1.931
H 0.401 5.460 3.516
H -1.896 4.800 4.212
H -3.705 3.130 3.797
H -3.426 1.771 2.760
*
```

---

# 2
Molecular formula: C29H32AsIN2O2PSTi
Method: DFT, ωB97M-V/def2-TZVPD

Properties
Energy relative to the best compared isomer or geometry (same formula, charge and spin) ... 68.7 kcal per mole
⟨S²⟩ ... 2.0090
Frontier orbital gap (alpha / beta) ... 7.1 / 8.3 eV
Maximum force ... 0.002 Eh/bohr

```
! RIJCOSX wB97M-V def2-TZVPD def2/J DEFGRID3
* xyz 1 3
Ti -0.675 0.306 1.228
C -2.766 -3.138 -0.879
C -1.944 -2.210 -0.054
N -2.150 -0.931 -0.008
O -3.199 -0.509 -0.819
C -0.812 -2.661 0.784
C -0.324 -4.060 0.940
N -0.313 -1.608 1.324
O 0.660 -1.328 2.128
H -3.769 -3.234 -0.455
H -2.310 -4.124 -0.925
H -2.882 -2.743 -1.887
H -3.204 0.452 -0.670
H 0.023 -4.461 -0.015
H -1.105 -4.721 1.320
H 0.510 -4.067 1.639
I 0.981 2.365 2.347
C 2.817 1.384 2.037
C 3.542 1.224 3.182
C 4.886 0.810 3.125
C 5.478 0.666 1.910
C 4.743 0.835 0.711
C 5.429 0.755 -0.524
C 4.769 0.926 -1.701
C 3.370 1.053 -1.679
C 2.642 1.095 -0.515
P 0.841 0.758 -0.751
C 0.312 2.012 -1.965
C -0.269 3.178 -1.468
C -0.663 4.193 -2.325
C -0.493 4.049 -3.694
C 0.076 2.889 -4.201
C 0.478 1.876 -3.343
C 0.900 -0.820 -1.671
C 1.877 -1.770 -1.374
C 1.833 -3.028 -1.958
C 0.816 -3.351 -2.845
C -0.169 -2.416 -3.132
C -0.137 -1.162 -2.538
C 3.342 1.107 0.739
H 3.099 1.452 4.141
H 5.443 0.670 4.041
H 6.531 0.426 1.833
H 6.496 0.573 -0.506
H 5.294 0.901 -2.646
H 2.848 1.053 -2.627
H -0.407 3.297 -0.400
H -1.108 5.094 -1.924
H -0.805 4.837 -4.366
H 0.207 2.770 -5.269
H 0.909 0.974 -3.757
H 2.676 -1.532 -0.683
H 2.601 -3.753 -1.724
H 0.792 -4.326 -3.314
H -0.965 -2.660 -3.824
H -0.925 -0.451 -2.754
C -4.374 2.258 3.946
As -3.717 1.060 2.599
C -2.635 -0.265 3.488
C -5.229 0.133 1.866
S -2.581 2.092 1.127
H -4.971 1.712 4.675
H -4.979 3.020 3.459
H -3.523 2.730 4.434
H -3.173 -0.680 4.339
H -1.715 0.200 3.852
H -2.406 -1.073 2.790
H -5.731 -0.414 2.664
H -4.882 -0.550 1.093
H -5.909 0.862 1.432
*
```

---

# 3
Molecular formula: C29H32BClO2PRh
Method: DFT, ωB97M-V/def2-TZVPD

Properties
⟨S²⟩ ... 6.0498
Frontier orbital gap (alpha / beta) ... 3.8 / 6.2 eV
Maximum force ... 0.182 Eh/bohr

```
! RIJCOSX wB97M-V def2-TZVPD def2/J DEFGRID3
* xyz 0 5
C -0.848 -1.638 2.202
C -0.851 -1.575 0.767
C 0.474 -1.905 0.303
H -1.693 -1.299 0.132
C 1.276 -2.226 1.457
C 0.459 -2.051 2.628
H 0.767 -2.204 3.658
H -1.688 -1.430 2.857
H 0.801 -1.920 -0.734
H 2.316 -2.536 1.453
Rh 0.544 -0.356 1.580
Cl 1.823 1.199 0.110
P -0.057 0.452 -3.320
C 1.159 -0.733 -3.801
C 1.013 -1.611 -4.897
H 0.089 -1.599 -5.477
C 2.060 -2.477 -5.207
H 1.965 -3.155 -6.056
C 3.227 -2.492 -4.433
H 4.046 -3.160 -4.697
C 3.349 -1.658 -3.314
H 4.247 -1.695 -2.697
C 2.322 -0.789 -2.987
H 2.367 -0.145 -2.106
C -1.741 -0.052 -3.469
C -2.055 -1.432 -3.340
H -1.289 -2.137 -3.013
C -3.335 -1.863 -3.661
H -3.571 -2.927 -3.641
C -4.325 -0.935 -4.016
H -5.312 -1.285 -4.318
C -4.063 0.441 -3.969
H -4.866 1.160 -4.149
C -2.777 0.891 -3.690
H -2.557 1.958 -3.642
C 0.349 2.128 -3.697
C 0.954 2.524 -4.911
H 1.231 1.764 -5.643
C 1.169 3.881 -5.139
H 1.618 4.209 -6.077
C 0.815 4.831 -4.171
H 0.956 5.892 -4.375
C 0.292 4.430 -2.935
H 0.051 5.170 -2.173
C 0.081 3.082 -2.682
H -0.269 2.720 -1.715
C -2.868 2.292 4.011
C -1.678 2.766 3.189
C -2.046 4.154 2.687
O -1.543 1.902 2.036
B -0.219 1.563 2.016
O 0.626 2.176 2.886
C -0.261 2.699 3.901
C 0.363 4.002 4.346
C -0.203 1.741 5.092
H -2.748 1.271 4.387
H -3.772 2.318 3.392
H -3.028 2.967 4.862
H -2.946 4.086 2.062
H -2.282 4.807 3.538
H -1.241 4.607 2.098
H -0.137 4.364 5.250
H 1.418 3.817 4.578
H 0.300 4.771 3.570
H -0.720 0.791 4.901
H 0.853 1.524 5.307
H -0.647 2.218 5.973
*
```

---

# 4
Molecular formula: C29H32BFO2S2
Method: DFT, ωB97M-V/def2-TZVPD

Properties
Energy relative to the best compared isomer or geometry (same formula, charge and spin) ... 112.5 kcal per mole
Frontier orbital gap ... 3.2 eV
Maximum force ... 0.086 Eh/bohr

```
! RIJCOSX wB97M-V def2-TZVPD def2/J DEFGRID3
* xyz 0 1
C 5.532 3.589 -0.737
C 4.377 2.872 -0.123
C 4.179 2.575 1.219
C 2.964 1.848 1.457
C 2.269 1.550 0.293
B 1.189 0.305 0.027
C -0.086 1.308 0.162
C -0.632 1.881 1.291
C -1.489 3.003 1.016
C -1.621 3.284 -0.337
C -2.484 4.303 -0.971
S -0.660 2.180 -1.254
O 1.453 -0.249 -1.251
C 2.286 -1.418 -1.009
C 1.799 -2.479 -1.994
C 3.765 -1.063 -1.253
C 2.004 -1.760 0.539
C 0.714 -2.523 0.781
C 3.095 -2.574 1.234
O 1.731 -0.474 1.132
S 3.017 2.289 -1.054
H 6.322 3.752 0.013
H 5.953 2.989 -1.560
H 5.210 4.567 -1.128
H 4.903 2.823 2.011
H 2.647 1.585 2.464
H -0.390 1.553 2.303
H -1.988 3.621 1.754
H -3.033 4.840 -0.192
H -1.889 5.024 -1.543
H -3.211 3.848 -1.656
H 2.129 -3.487 -1.710
H 0.704 -2.456 -2.068
H 2.225 -2.251 -2.977
H 4.368 -1.991 -1.300
H 3.884 -0.540 -2.212
H 4.184 -0.418 -0.470
H 0.690 -3.505 0.287
H 0.542 -2.672 1.869
H -0.114 -1.845 0.458
H 3.142 -3.581 0.782
H 4.080 -2.103 1.166
H 2.821 -2.720 2.289
F -3.220 -3.672 4.460
C -2.993 -3.107 3.227
C -2.227 -3.828 2.305
C -1.959 -3.207 1.088
C -2.381 -1.874 0.797
C -1.912 -1.272 -0.451
C -2.736 -0.301 -1.135
C -3.078 -0.550 -2.495
C -4.164 0.119 -3.052
C -4.799 1.186 -2.388
C -4.312 1.573 -1.140
C -3.290 0.849 -0.534
C -3.192 -1.210 1.749
C -3.497 -1.826 2.979
H -1.813 -4.809 2.517
H -1.433 -3.760 0.307
H -1.399 -1.985 -1.114
H -2.549 -1.367 -3.019
H -4.543 -0.219 -4.012
H -5.657 1.699 -2.831
H -4.755 2.433 -0.629
H -2.904 1.214 0.428
H -3.653 -0.262 1.485
H -4.116 -1.306 3.707
*
```

---

# 5
Molecular formula: C29H32Cl2F5N7O5Sc
Method: DFT, ωB97M-V/def2-TZVPD

Properties
Energy relative to the best compared isomer or geometry (same formula, charge and spin) ... 0.0 kcal per mole
Frontier orbital gap ... 8.3 eV
Maximum force ... 0.002 Eh/bohr

```
! RIJCOSX wB97M-V def2-TZVPD def2/J DEFGRID3
* xyz 1 1
Sc 0.936 0.278 0.083
N -3.957 -0.858 0.680
C -2.671 -1.032 1.482
C -2.085 0.348 1.685
C -2.961 1.265 2.547
N -2.089 2.265 3.163
C -3.715 0.472 3.632
C -3.016 -0.830 4.015
N -1.654 -0.559 4.467
C -2.969 -1.767 2.794
H -3.767 -0.402 -0.225
H -4.610 -0.254 1.185
H -4.415 -1.753 0.510
H -2.021 -1.621 0.837
H -1.885 0.830 0.723
H -1.142 0.202 2.212
H -3.711 1.744 1.902
H -2.619 3.086 3.432
H -1.380 2.569 2.501
H -4.733 0.229 3.300
H -3.838 1.109 4.509
H -3.616 -1.324 4.787
H -1.329 -1.257 5.123
H -1.568 0.360 4.882
H -3.913 -2.318 2.711
H -2.188 -2.511 2.952
N 0.708 -1.619 -3.236
N -0.026 -0.477 -3.557
C -0.476 0.404 -2.611
O -0.991 1.456 -2.957
O -0.350 0.021 -1.360
H 1.649 -1.548 -3.605
H 0.262 -2.438 -3.629
H -0.068 -0.144 -4.507
Cl -2.483 5.379 1.152
C -3.625 4.212 0.578
C -4.893 4.240 1.130
C -5.843 3.301 0.761
C -5.507 2.340 -0.176
C -4.236 2.334 -0.727
Cl -3.889 1.110 -1.929
C -3.237 3.260 -0.384
N -1.952 3.201 -0.901
C -1.374 4.363 -1.529
C -2.073 5.004 -2.542
C -1.507 6.067 -3.227
C -0.223 6.479 -2.909
C 0.473 5.838 -1.897
C -0.090 4.785 -1.185
C 0.651 4.227 0.008
C 0.863 2.743 0.031
O 1.559 2.153 -0.837
O 0.352 2.049 0.986
H -5.124 5.004 1.859
H -6.836 3.331 1.186
H -6.237 1.619 -0.522
H -1.782 2.395 -1.513
H -3.064 4.650 -2.801
H -2.062 6.558 -4.016
H 0.236 7.299 -3.445
H 1.472 6.171 -1.641
H 0.125 4.495 0.924
H 1.646 4.677 0.037
F 3.281 -5.986 -0.079
C 2.611 -4.874 0.216
C 2.900 -3.689 -0.440
F 3.844 -3.643 -1.377
C 2.186 -2.561 -0.104
F 2.447 -1.370 -0.737
C 1.181 -2.527 0.860
O 0.538 -1.404 1.114
C 0.914 -3.739 1.498
F -0.051 -3.794 2.425
C 1.617 -4.890 1.183
F 1.334 -6.027 1.811
C 5.051 0.692 2.774
C 3.851 0.570 1.964
N 2.906 0.473 1.327
H 5.013 1.622 3.339
H 5.926 0.697 2.126
H 5.113 -0.149 3.461
*
```

---

# 6
Molecular formula: C29H32CsF4N5O4
Method: DFT, ωB97M-V/def2-TZVPD

Properties
Energy relative to the best compared isomer or geometry (same formula, charge and spin) ... 5.8 kcal per mole
Frontier orbital gap ... 5.1 eV
Maximum force ... 0.038 Eh/bohr

```
! RIJCOSX wB97M-V def2-TZVPD def2/J DEFGRID3
* xyz -2 1
Cs -0.574 0.853 -0.163
C 2.448 -2.075 2.280
C 1.993 -2.784 1.012
N 0.557 -2.731 0.797
C 0.216 -3.270 -0.508
C -1.193 -2.910 -0.954
C -0.212 -3.336 1.882
C -0.913 -2.323 2.780
N -1.975 -1.690 2.038
C -2.686 -0.741 2.584
C -3.667 -0.066 1.772
F -3.766 -0.449 0.473
C -4.489 0.924 2.226
F -5.385 1.480 1.374
C -4.448 1.393 3.537
C -3.509 0.784 4.351
F -3.410 1.200 5.642
C -2.673 -0.219 3.926
F -1.811 -0.736 4.855
H 3.539 -2.029 2.304
H 2.109 -2.590 3.182
H 2.054 -1.058 2.302
H 2.350 -3.836 1.039
H 2.473 -2.300 0.160
H 0.346 -4.371 -0.524
H 0.923 -2.861 -1.235
H -1.949 -3.226 -0.235
H -1.407 -3.358 -1.929
H -1.279 -1.830 -1.043
H 0.437 -3.981 2.497
H -0.987 -3.984 1.463
H -0.173 -1.596 3.138
H -1.284 -2.867 3.665
H -5.075 2.201 3.880
O 3.615 -0.691 -1.876
C 2.458 -0.264 -1.734
O 1.912 0.200 -0.701
C 1.570 -0.289 -2.990
C 2.198 -0.197 -4.255
C 1.433 -0.154 -5.379
C 0.025 -0.231 -5.262
C -0.852 -0.187 -6.366
C -2.206 -0.263 -6.179
C -2.739 -0.389 -4.883
C -1.915 -0.434 -3.792
C -0.512 -0.353 -3.954
N 0.270 -0.372 -2.847
H 3.278 -0.157 -4.276
H 1.876 -0.061 -6.365
H -0.434 -0.083 -7.361
H -2.874 -0.220 -7.031
H -3.813 -0.438 -4.750
H -2.309 -0.522 -2.787
C 4.622 2.344 1.985
C 3.187 2.236 2.385
C 2.458 2.854 3.382
C 1.145 2.348 3.248
N 1.094 1.471 2.259
N 2.334 1.410 1.754
C -0.088 2.697 4.020
H 5.093 3.187 2.488
H 4.711 2.483 0.907
H 5.171 1.435 2.244
H 2.816 3.580 4.094
H 2.473 0.868 0.893
H 0.168 3.175 4.965
H -0.673 1.799 4.218
H -0.716 3.380 3.444
C 0.202 3.471 -3.191
O 0.217 4.166 -1.956
C -0.812 3.813 -0.971
O -1.559 2.919 -1.356
H 0.593 4.122 -3.978
H -0.813 3.163 -3.455
H 0.819 2.563 -3.159
*
```

---

Question: Which value of maximum force does entry 6 give?
Answer: 0.038 Eh/bohr

---

Question: What is the maximum force in the second record?
Answer: 0.002 Eh/bohr

---

Repeat the first record exactly.
Molecular formula: C29H32AlClN7O6
Method: DFT, ωB97M-V/def2-TZVPD

Properties
Energy relative to the best compared isomer or geometry (same formula, charge and spin) ... 22.6 kcal per mole
Frontier orbital gap ... 7.9 eV
Maximum force ... 0.013 Eh/bohr

```
! RIJCOSX wB97M-V def2-TZVPD def2/J DEFGRID3
* xyz 1 1
Al -0.035 0.334 -0.300
O 3.495 -0.903 0.874
C 2.405 -0.388 0.710
N 1.763 -0.167 -0.465
C 1.982 -1.207 -1.465
C 0.893 -2.265 -1.294
C 0.859 -3.447 -2.019
C -0.212 -4.305 -1.851
C -1.207 -3.985 -0.934
C -1.082 -2.806 -0.228
N -0.066 -1.960 -0.413
C 1.542 -0.156 1.942
C 2.090 -0.081 3.209
C 1.251 -0.209 4.303
C -0.101 -0.455 4.093
C -0.575 -0.470 2.798
N 0.221 -0.301 1.739
H 1.917 -0.794 -2.472
H 2.964 -1.659 -1.330
H 1.655 -3.678 -2.716
H -0.275 -5.221 -2.424
H -2.058 -4.633 -0.776
H -1.821 -2.510 0.510
H 3.156 0.063 3.310
H 1.649 -0.160 5.308
H -0.773 -0.628 4.922
H -1.627 -0.624 2.590
C -1.017 4.590 -3.008
N -0.569 3.530 -2.116
C 0.847 3.191 -2.222
C -1.445 2.796 -1.466
O -1.203 1.835 -0.712
H -0.448 5.497 -2.811
H -2.074 4.796 -2.858
H -0.855 4.288 -4.044
H 1.453 4.054 -1.944
H 1.058 2.909 -3.252
H 1.094 2.356 -1.580
H -2.483 3.106 -1.598
C -4.544 -2.327 -5.395
C -3.678 -1.474 -6.283
C -3.522 -1.769 -7.632
C -2.690 -0.999 -8.429
Cl -2.516 -1.396 -10.110
C -1.998 0.079 -7.905
C -2.162 0.393 -6.565
C -2.998 -0.372 -5.769
O -3.198 -0.014 -4.447
C -2.354 -0.649 -3.514
C -1.199 0.241 -3.071
O -0.824 1.193 -3.728
O -0.673 -0.146 -1.947
H -5.281 -2.875 -5.980
H -5.060 -1.713 -4.658
H -3.935 -3.057 -4.855
H -4.049 -2.609 -8.067
H -1.341 0.661 -8.536
H -1.639 1.226 -6.115
H -1.927 -1.571 -3.923
H -2.950 -0.909 -2.638
C 1.944 4.267 1.762
N 0.612 3.861 2.214
C -0.089 4.582 3.118
C -1.331 4.219 3.498
C -1.854 3.030 2.917
N -1.154 2.308 2.055
C 0.065 2.708 1.665
O 0.775 2.106 0.824
N -3.073 2.574 3.250
H 2.250 5.156 2.306
H 1.923 4.474 0.694
H 2.654 3.462 1.931
H 0.401 5.460 3.516
H -1.896 4.800 4.212
H -3.705 3.130 3.797
H -3.426 1.771 2.760
*
```